Entry 1:
# C35H77N2O6PS2

A 6-piece molecular cluster, C35H77N2O6PS2 overall at a distorted geometry (ωB97M-V with the def2-TZVPD basis set, OMol25).

The geometry in XYZ format:
```
123
Properties=species:S:1:pos:R:3:forces:R:3:lowdin_charge:R:1
S 0.3018 -4.4173 3.0763 0.039 0.117 -0.036 0.73
S 1.4930 -3.0731 0.7721 0.149 0.243 0.118 0.87
P -3.1435 -3.7737 -1.3995 0.118 -1.276 -1.136 0.96
O 0.7333 -7.3543 5.2465 -0.133 0.185 -0.103 -0.18
O 4.0846 -4.7734 -2.4189 -0.222 0.181 -0.096 -0.16
O -1.9485 0.1600 2.5833 0.212 -0.252 0.109 -0.16
O 0.5662 6.8946 -6.2011 -0.089 -0.120 0.218 -0.18
O -0.2151 6.3895 4.7966 -0.070 0.249 -0.002 -0.16
O -1.6534 4.9488 -1.1522 -0.139 -0.311 0.062 -0.17
N -0.4551 -1.9390 2.3761 1.065 -1.072 0.589 -0.18
N -2.7607 2.1360 -3.0385 -0.308 0.054 -0.835 -0.02
C -2.3594 -0.8600 3.4737 -0.361 -0.461 -0.121 -0.18
C -1.4122 5.3317 -2.5003 0.122 0.093 -0.170 -0.27
C -3.9941 -1.3221 -2.6394 0.622 0.011 0.166 -0.23
C 5.4092 -4.8252 -2.9180 0.113 -0.064 0.019 -0.28
C 0.0458 5.6323 -2.8014 0.059 0.059 0.113 -0.07
C 0.3406 -3.0689 2.1579 -0.284 -0.516 -0.498 -1.09
C -0.1278 5.6648 3.5831 -0.003 -0.160 -0.030 -0.28
C 3.7473 -5.7348 -1.4326 0.053 -0.107 0.098 -0.28
C 0.6430 6.2165 -7.4429 0.043 0.007 -0.138 -0.28
C -1.3016 5.8887 -0.1559 0.035 0.123 -0.013 -0.29
C -4.4077 -2.2115 0.5404 -0.130 -0.145 -0.454 -0.18
C 1.6411 5.2422 5.9329 0.043 0.004 -0.116 -0.08
C -0.3173 -4.0137 -1.1806 -0.493 0.084 -0.205 -0.30
C 0.1940 5.7038 5.9664 0.048 -0.118 0.036 -0.28
C -4.5408 -3.4981 -0.1877 0.703 1.273 1.032 -0.37
C -3.9332 1.2564 -3.2002 0.455 0.150 1.790 -0.25
C -1.4621 -2.1490 3.4075 -1.094 1.453 0.361 -0.19
C 1.1929 -8.1744 7.5196 0.116 0.058 -0.028 -0.08
C 0.3614 -8.2787 6.2518 0.049 -0.078 0.083 -0.28
C -4.2436 -1.0997 0.9731 0.239 -0.240 -0.591 0.08
C 2.0538 6.1076 -7.9959 0.080 0.085 0.069 -0.08
C 0.2750 9.1540 -7.1300 -0.067 -0.085 -0.094 -0.08
C 0.3513 -0.7803 2.7606 -0.747 1.584 0.046 -0.14
C 1.0291 8.2332 -6.1855 0.038 0.123 -0.081 -0.28
C -2.7356 -2.1755 -2.2755 -0.162 0.106 0.414 -0.36
C 5.7655 -6.1471 -3.5764 -0.087 -0.090 0.027 -0.08
C -0.9755 4.4032 3.5636 -0.004 -0.031 0.099 -0.08
C 4.5966 -5.6433 -0.1783 0.152 0.077 -0.005 -0.08
C 0.5578 -2.8160 -0.7665 -0.644 -0.278 -0.432 -0.47
C -0.5823 0.4812 2.7252 0.415 -0.008 -0.569 -0.17
C -2.0385 7.2123 -0.2729 -0.028 0.029 -0.117 -0.07
C 2.0650 -7.4486 4.7697 0.103 -0.072 -0.003 -0.29
C -1.6295 -4.1505 -0.3629 -0.319 1.066 0.143 -0.37
C 2.3967 -8.7976 4.1544 -0.077 -0.090 0.041 -0.08
C -3.9191 0.1374 -2.1029 -0.655 -0.533 -0.467 -0.20
H -1.7618 -5.1523 0.0533 0.043 0.224 0.079 0.07
H -0.0272 6.6844 -8.1723 0.051 0.030 -0.039 0.11
H 0.0631 6.4073 6.7895 -0.067 0.088 -0.111 0.12
H -4.4901 -4.3021 0.5556 -0.100 -0.169 -0.379 0.08
H 0.6507 10.1744 -7.0433 -0.007 -0.015 0.031 0.08
H 1.3181 -2.7006 -1.5510 0.122 0.115 0.429 0.08
H -4.9016 -1.8071 -2.2644 0.118 0.073 -0.148 0.08
H -0.6799 -8.0606 6.4919 0.004 0.096 -0.127 0.12
H 0.2706 -4.9374 -1.1659 -0.099 0.145 0.161 0.09
H -0.6617 3.6887 4.3263 0.053 -0.031 -0.048 0.06
H -1.9084 1.6493 -3.2902 0.003 -0.006 0.191 0.07
H -3.0248 0.2388 -1.4778 -0.097 0.096 -0.225 0.09
H -0.4350 1.1322 3.6014 0.104 -0.229 -0.080 0.11
H -3.3641 -1.1460 3.1466 0.210 0.189 0.142 0.08
H -2.0497 6.1796 -2.7738 0.051 0.058 0.031 0.11
H -2.0230 4.6450 3.7525 0.013 0.006 -0.045 0.09
H 2.4906 7.0860 -8.2003 -0.036 -0.007 -0.083 0.06
H 0.7424 -0.8616 3.7894 0.047 -0.504 -0.278 0.13
H 1.1705 -0.6035 2.0619 -0.074 -0.326 0.153 0.10
H -4.0073 0.8496 -4.2109 0.106 0.147 0.097 0.10
H -2.1259 -2.9816 3.1687 0.425 -0.106 -0.042 0.11
H -1.8152 7.7217 -1.2112 0.067 0.031 0.035 0.07
H 0.3814 -9.3001 5.8559 0.055 -0.027 0.039 0.11
H -0.3034 1.0385 1.8229 -0.289 0.141 0.249 0.12
H -1.6263 -3.3874 0.4322 0.103 -0.461 0.129 0.05
H 0.8946 8.5870 -5.1624 -0.033 -0.157 0.037 0.12
H 5.6519 -5.8288 -0.3848 -0.016 -0.091 0.006 0.07
H 2.7045 5.6004 -7.2814 -0.026 -0.026 -0.016 0.08
H -0.7908 9.1507 -6.8946 0.026 0.024 0.029 0.08
H 1.8252 4.5283 5.1286 -0.021 -0.063 0.058 0.06
H 0.8333 -8.8830 8.2672 -0.025 0.020 -0.014 0.08
H -3.9011 -0.1024 1.1350 -0.190 -0.029 0.364 0.05
H -0.4790 6.3389 2.8007 0.010 0.126 0.122 0.11
H 0.4214 6.4739 -2.2157 -0.010 0.047 -0.060 0.07
H 4.5181 -4.6468 0.2603 -0.061 -0.036 0.024 0.07
H -1.9865 -1.5909 -1.7230 -0.365 0.029 0.033 0.06
H 3.4179 -8.7966 3.7706 -0.013 0.022 -0.004 0.08
H 1.7143 -9.0180 3.3316 0.024 0.038 -0.012 0.08
H 1.9053 4.7598 6.8750 -0.016 0.022 0.001 0.08
H 4.2673 -6.3779 0.5579 -0.047 0.033 -0.010 0.08
H 3.7822 -6.7440 -1.8576 0.062 -0.019 0.024 0.11
H 5.4842 -4.0269 -3.6576 -0.142 0.036 0.051 0.12
H 0.3817 8.8474 -8.1714 0.069 0.049 -0.004 0.07
H -1.0285 -2.2828 4.4088 0.201 -0.369 -0.327 0.11
H 2.0508 5.5414 -8.9282 -0.018 -0.008 0.019 0.08
H -1.5559 5.4277 0.7997 -0.041 -0.136 -0.087 0.10
H -0.5994 -3.8593 -2.2346 0.286 -0.051 0.130 0.08
H -4.7670 0.2848 -1.4213 0.165 0.049 -0.150 0.09
H 5.7129 -6.9812 -2.8755 0.086 0.019 0.020 0.06
H -0.4792 4.8628 6.1677 0.049 -0.053 -0.013 0.11
H -4.7969 1.8945 -2.9781 -0.002 -0.168 -0.501 0.10
H 0.6696 4.7667 -2.5675 -0.024 -0.010 -0.020 0.08
H -1.7537 7.8780 0.5437 -0.013 -0.030 0.012 0.07
H 2.2463 -8.3902 7.3362 -0.017 -0.081 0.016 0.06
H -0.8986 3.9093 2.5935 -0.013 0.020 0.001 0.07
H 0.2524 5.2139 -7.2636 -0.041 0.062 0.144 0.12
H 2.7056 -5.5479 -1.1671 0.005 0.120 -0.111 0.10
H 2.1716 -6.6750 4.0082 -0.169 0.047 0.052 0.09
H -0.0535 -1.9072 -0.7676 0.239 -0.043 0.269 0.07
H -4.0561 -1.3157 -3.7345 -0.209 0.069 0.210 0.09
H 6.7802 -6.1087 -3.9751 -0.014 0.023 -0.002 0.08
H 1.1316 -7.1661 7.9330 -0.037 -0.025 0.004 0.08
H 2.3081 6.0917 5.7766 -0.016 0.001 0.035 0.08
H -2.4566 -0.4799 4.5031 0.301 -0.013 -0.136 0.12
H 2.3119 -9.6105 4.8772 0.092 0.011 0.015 0.06
H 5.0766 -6.3625 -4.3951 0.024 0.030 -0.009 0.08
H 2.7722 -7.1972 5.5683 0.027 -0.080 0.013 0.11
H -5.4947 -3.5321 -0.7170 0.138 -0.154 0.050 0.07
H -2.7031 2.4267 -2.0694 0.181 0.053 -0.071 0.06
H 0.1703 5.8776 -3.8576 -0.022 -0.010 0.006 0.06
H 2.1055 8.2657 -6.3862 -0.001 0.023 -0.064 0.11
H 6.1231 -4.5799 -2.1239 0.028 -0.069 0.006 0.11
H -3.1174 7.0516 -0.2355 0.022 -0.007 0.042 0.08
H 0.9184 5.4377 3.3498 -0.004 -0.075 0.005 0.11
H -2.2368 -2.4842 -3.2025 -0.093 -0.077 0.225 0.06
H -0.2163 6.0437 -0.1470 0.005 0.087 -0.023 0.11
H -1.7369 4.4917 -3.1139 -0.100 -0.046 0.158 0.09
```
Forces are in eV/Å.

Calculated values
SMILES = C#CCP(CCCCN)CCCSC(=S)N1CCOCC1.CCOCC.CCOCC.CCOCC.CCOCC.CCOCC
Calculated total energy = -83762.23897 eV
Maximum force = 1.9 eV Å⁻¹
Kohn-Sham gap = 8.0 eV

Entry 2:
# C16H23Cl4F9N4O3PS

A 3-piece molecular cluster, C16H23Cl4F9N4O3PS overall at a distorted geometry (ωB97M-V with the def2-TZVPD basis set, OMol25).

The geometry in XYZ format:
```
61
Properties=species:S:1:pos:R:3:forces:R:3:lowdin_charge:R:1
Cl -2.8216 5.7369 2.3807 -0.158 0.119 0.117 0.58
Cl -1.5552 7.5569 -0.2147 0.006 -0.033 -0.018 0.56
Cl -6.1398 -4.3235 0.0207 0.036 -0.004 -0.005 0.55
Cl -3.8401 -1.9501 0.7569 -0.668 0.081 0.312 0.62
S 1.6119 -2.6201 0.3157 -0.907 -1.073 0.208 0.73
P -0.5368 -1.2041 -1.9697 0.463 -1.463 -1.003 1.00
F 5.3020 -3.1408 1.5472 -0.139 -0.069 0.028 0.17
F 4.8277 -5.7166 1.0699 -0.114 0.276 0.212 0.19
F 2.5096 -4.4979 1.7879 -0.028 -0.199 -0.325 0.18
F 6.2335 -6.1455 -1.0821 -0.024 0.280 0.041 0.18
F 6.0047 -4.1378 -1.8266 0.140 0.310 0.319 0.20
F 7.0988 -4.5289 0.0446 -0.145 0.424 -0.204 0.20
F 3.1320 -2.5381 2.4327 -0.132 0.236 -0.145 0.15
F 4.4452 -2.4852 -0.3203 -0.411 -0.095 -0.135 0.14
F 3.7655 -5.2424 -0.7794 -0.124 0.188 0.159 0.17
O 1.5782 -3.3719 -0.8882 0.562 0.412 -0.210 -0.24
O 0.4413 -2.5790 1.1231 0.211 0.438 0.172 -0.22
O 2.9415 1.3009 -3.4692 0.433 -0.323 -0.090 0.26
N 1.9381 1.2080 -0.3627 -0.060 0.459 0.250 -0.02
N 0.0384 -0.0168 -0.6859 0.149 0.652 -0.479 -0.09
N 2.1113 -1.0106 0.1030 -0.366 -0.652 -0.451 0.06
N 3.1635 1.3299 -1.0910 0.283 -0.553 0.103 0.16
C 6.0672 -4.8644 -0.7175 -0.074 -1.197 -0.103 -0.55
C 4.3552 -3.4372 0.6355 0.791 -0.261 0.771 -0.35
C 0.8971 2.2254 -0.4889 -1.212 0.443 -0.615 -0.27
C -5.7696 -3.6699 1.6361 -0.029 -0.065 0.035 -0.66
C -1.8038 -0.3480 -2.9896 -0.083 -0.037 0.740 -0.27
C 4.7175 -4.8290 0.0764 0.243 -0.221 -0.840 -0.36
C 1.3228 -0.0206 -0.3407 0.320 0.289 0.439 -0.37
C -0.1837 1.3832 -1.1848 0.352 0.494 0.742 -0.12
C -2.8913 7.5101 2.1729 -0.035 0.130 0.077 -0.64
C -0.4668 4.1051 0.3725 0.228 -0.237 -0.027 -0.11
C 0.4921 2.9707 0.7771 0.117 0.301 -0.390 -0.17
C -1.5635 -2.4733 -1.1347 -0.068 0.684 0.348 -0.32
C -3.0269 7.9124 0.7277 -0.098 0.051 -0.002 -0.65
C 3.0528 1.2429 -2.3282 -0.662 0.727 0.258 -0.24
C 2.9754 -3.3348 1.3679 0.260 0.733 0.190 -0.47
C -5.4071 -2.2092 1.5827 -0.109 0.101 0.183 -0.62
H -1.9755 -1.0697 -3.7895 0.106 -0.162 -0.011 0.06
H 3.0621 -0.7360 0.3250 0.082 -0.136 -0.056 0.14
H 1.1150 3.0158 -1.2074 0.797 -0.172 -0.047 0.16
H -2.7563 -0.2101 -2.4806 -0.029 0.262 0.019 0.05
H -1.4351 0.5556 -3.4586 -0.077 0.112 -0.010 0.03
H -1.8607 -2.1222 -0.1380 0.468 -0.273 -0.454 -0.07
H -1.1881 1.7266 -0.9752 -0.161 -0.154 -0.082 0.13
H -3.1926 8.9861 0.6630 0.042 0.011 0.034 0.08
H -2.4736 -2.6368 -1.7073 -0.044 0.080 -0.112 0.04
H -4.9660 -4.2645 2.0628 0.031 0.005 -0.047 0.07
H 0.0725 1.4492 -2.2410 -0.486 -0.327 -0.212 0.11
H -1.9983 7.9333 2.6245 0.050 -0.061 -0.036 0.07
H -1.0965 4.4296 1.1960 0.088 -0.086 -0.153 -0.01
H -5.3081 -1.8147 2.5923 0.068 -0.039 0.005 0.08
H -6.6601 -3.8019 2.2476 -0.027 0.048 -0.020 0.08
H -3.8602 7.4044 0.2499 0.036 -0.055 -0.010 0.07
H 0.0579 2.3244 1.5363 0.073 -0.153 0.054 0.12
H -3.7583 7.8585 2.7309 -0.037 -0.035 -0.030 0.08
H -1.0917 3.8106 -0.4702 -0.305 0.010 0.101 0.07
H -6.1611 -1.6285 1.0583 0.046 -0.024 -0.095 0.07
H 0.0971 4.9693 0.0283 0.063 0.078 0.027 0.06
H -1.0360 -3.4154 -1.0513 0.186 -0.001 0.049 0.03
H 1.3966 3.4499 1.1474 0.077 -0.274 0.421 0.12
```
Forces are in eV/Å.

Calculated values
Calculated total energy = -123730.09086 eV
Maximum force = 1.8 eV Å⁻¹
Net charge = +1
Kohn-Sham gap = 8.2 eV

Entry 3:
# C5H7N

One molecule with the formula C5H7N at a distorted geometry (ωB97M-V with the def2-TZVPD basis set, OMol25).

The geometry in XYZ format:
```
13
Properties=species:S:1:pos:R:3:forces:R:3:lowdin_charge:R:1
N -0.4813 0.3904 0.8123 0.281 0.138 0.306 -0.15
C -1.4939 0.1426 -0.2558 -0.037 -0.033 -0.410 -0.08
C 0.4248 1.1627 0.0548 0.111 -0.094 -0.535 -0.16
C 1.3780 0.3596 -0.4638 0.624 0.276 0.458 -0.09
C 1.2582 -0.9286 0.2016 -0.006 0.064 0.097 -0.08
C 0.1627 -0.8601 0.9888 0.111 -0.088 -0.184 -0.14
H -0.2942 -1.6047 1.6324 0.056 0.098 -0.275 0.12
H -2.2875 -0.5193 0.1172 0.395 -0.072 -0.414 0.09
H -0.7918 -0.2049 -1.0877 -1.923 -0.320 0.448 0.11
H 0.0879 2.1495 -0.2419 0.264 -0.138 -0.029 0.12
H 1.9165 -1.7790 0.0749 -0.067 0.150 0.077 0.10
H -1.9561 1.0770 -0.5851 0.008 -0.044 0.185 0.08
H 2.0766 0.6148 -1.2476 0.183 0.064 0.275 0.10
```
Forces are in eV/Å.

Calculated values
SMILES = Cn1cccc1
Calculated total energy = -6786.64112 eV
Maximum force = 2.0 eV Å⁻¹
Kohn-Sham gap = 9.8 eV

calculated total energy of number 1 (C35H77N2O6PS2)?
-83762.23897 eV